Entry from the OMol25 dataset: C6H11NO2 in the gas phase at a distorted geometry (ωB97M-V/def2-TZVPD).

## Properties
- Gap between HOMO and LUMO: 0.34110 hartree
- SMILES: C=C[C@H](N)CCC(=O)O
- Largest force on an atom: 5.44 eV Å⁻¹
- HOMO level: -8.68 eV
- E: -440.382834 hartree
- Relative energy (zero: lowest compared OMol25 entry of this formula, charge and spin): 65.5 kcal/mol

Geometry as XYZ:
```
20
Properties=species:S:1:pos:R:3:nbo_charge:R:1
C 0.736 1.442 -2.310 -0.42
C 0.847 0.562 -1.319 -0.16
C 0.681 0.880 0.227 -0.08
N 1.903 0.300 0.746 -0.84
C -0.646 0.676 1.064 -0.41
C -1.453 -0.413 0.505 -0.55
C -0.844 -1.704 0.480 0.83
O 0.417 -1.900 0.492 -0.63
O -1.820 -2.691 0.502 -0.68
H 0.788 2.590 -2.179 0.19
H 0.607 1.175 -3.305 0.19
H 0.952 -0.573 -1.592 0.21
H 0.842 1.927 0.279 0.18
H 1.715 -0.699 0.741 0.39
H 1.982 0.722 1.625 0.34
H -0.216 0.260 2.061 0.21
H -0.976 1.692 1.113 0.23
H -1.668 -0.192 -0.549 0.26
H -2.372 -0.494 0.969 0.24
H -1.474 -3.561 0.452 0.50
```


Entry from the OMol25 dataset: a molecular structure, CH4FIP2 at a distorted geometry (ωB97M-V/def2-TZVPD).

## Properties
- Gap between HOMO and LUMO (alpha / beta): 0.19262 / 0.16650 hartree
- Largest force on an atom: 4.89 eV Å⁻¹
- HOMO level (alpha / beta): -8.08 / -7.67 eV
- E: -1120.677544 hartree
- Relative energy (zero: lowest compared OMol25 entry of this formula, charge and spin): 78.3 kcal/mol

Geometry as XYZ:
```
9
Properties=species:S:1:pos:R:3:nbo_charge:R:1
C -0.173 0.444 -0.252 -0.87
F -2.167 -2.537 -0.537 -0.58
P -2.065 0.280 0.193 0.28
P -2.325 -1.769 0.830 0.84
I -5.120 0.797 -0.053 -0.38
H -0.005 1.451 -0.636 0.24
H -0.041 -0.314 -0.905 0.21
H 0.623 0.240 0.639 0.23
H -2.073 0.768 1.550 0.02
```


Entry from the OMol25 dataset: 2 unconnected molecules or ions with the total composition C7H9ClN5 (ωB97M-V/def2-TZVPD).

## Properties
- Gap between HOMO and LUMO: 0.35322 hartree
- Largest force on an atom: 0.47 eV Å⁻¹
- HOMO level: -12.72 eV
- Total charge: +1
- E: -1005.831773 hartree
- Relative energy (zero: lowest compared OMol25 entry of this formula, charge and spin): 0.0 kcal/mol

Geometry as XYZ:
```
22
Properties=species:S:1:pos:R:3:nbo_charge:R:1
Cl 5.579 -0.983 -0.909 0.23
N 4.897 0.550 -0.912 -0.58
C 3.581 0.697 -0.786 0.55
N 2.973 1.890 -0.757 -0.45
C 1.695 1.608 -0.610 0.28
N 1.473 0.300 -0.549 -0.34
N 2.691 -0.296 -0.670 -0.36
H 5.491 1.358 -1.013 0.46
H 0.908 2.343 -0.560 0.25
H 0.588 -0.198 -0.440 0.48
H 2.849 -1.292 -0.679 0.46
N -1.673 -1.015 -0.086 -0.48
C -2.491 -1.901 0.482 0.04
C -3.633 -1.537 1.181 -0.24
C -3.939 -0.190 1.311 -0.14
C -3.093 0.746 0.736 -0.25
C -1.991 0.268 0.054 0.02
H -2.221 -2.943 0.364 0.20
H -4.267 -2.296 1.616 0.24
H -4.820 0.125 1.854 0.23
H -3.283 1.807 0.813 0.23
H -1.310 0.960 -0.440 0.16
```


Entry from the OMol25 dataset: C8H10S2 in the gas phase at a distorted geometry (ωB97M-V/def2-TZVPD).

## Properties
- Gap between HOMO and LUMO: 0.32943 hartree
- SMILES: C=CSc1sccc1CC
- Largest force on an atom: 3.74 eV Å⁻¹
- HOMO level: -8.19 eV
- E: -1107.121823 hartree
- Relative energy (zero: lowest compared OMol25 entry of this formula, charge and spin): 16.7 kcal/mol

Geometry as XYZ:
```
20
Properties=species:S:1:pos:R:3:nbo_charge:R:1
C 0.095 -2.107 1.486 -0.43
C 0.593 -2.540 0.310 -0.37
S 1.774 -1.721 -0.722 0.30
C 1.575 0.007 -0.231 -0.40
S 2.915 1.055 0.014 0.49
C 1.863 2.299 0.449 -0.43
C 0.559 2.029 0.197 -0.27
C 0.360 0.670 -0.216 -0.06
C -0.925 -0.140 -0.486 -0.41
C -2.010 0.658 -1.215 -0.61
H 0.267 -1.135 2.097 0.21
H -0.740 -2.483 1.906 0.19
H 0.360 -3.576 0.000 0.23
H 2.122 3.346 0.759 0.25
H -0.126 2.762 0.565 0.23
H -0.674 -1.070 -1.138 0.23
H -1.206 -0.550 0.535 0.22
H -1.472 0.864 -2.103 0.21
H -2.471 1.576 -0.685 0.21
H -2.857 0.057 -1.521 0.21
```


Entry from the OMol25 dataset: C24H30ClN3O4S in the gas phase at a distorted geometry (ωB97M-V/def2-TZVPD).

## Properties
- Gap between HOMO and LUMO: 0.33131 hartree
- SMILES: Cc1cc(OCC(=O)Nc2ccc(S(=O)(=O)NC3=NCCCCC3)cc2)c(C(C)C)cc1Cl
- Largest force on an atom: 1.21 eV Å⁻¹
- HOMO level: -8.55 eV
- E: -2256.167087 hartree
- Relative energy (zero: lowest compared OMol25 entry of this formula, charge and spin): 6.3 kcal/mol

Geometry as XYZ:
```
63
Properties=species:S:1:pos:R:3:nbo_charge:R:1
C 0.434 0.683 -3.456 -0.63
C 0.282 1.861 -2.549 -0.01
C 1.323 2.271 -1.727 -0.29
C 1.188 3.349 -0.863 0.29
O 2.181 3.760 -0.002 -0.51
C 3.427 3.108 -0.055 -0.16
C 3.376 1.634 0.374 0.66
O 4.191 0.830 -0.014 -0.60
N 2.341 1.389 1.218 -0.60
C 1.860 0.167 1.689 0.17
C 0.696 0.185 2.461 -0.25
C 0.152 -0.998 2.920 -0.12
C 0.764 -2.191 2.593 -0.33
S 0.027 -3.706 3.154 2.32
O -0.187 -3.673 4.571 -0.94
O 0.711 -4.839 2.608 -0.93
N -1.544 -3.633 2.500 -0.86
C -1.643 -3.617 1.129 0.46
N -0.684 -3.069 0.512 -0.50
C -0.638 -3.037 -0.924 -0.24
C -0.524 -4.433 -1.547 -0.41
C -1.857 -5.174 -1.637 -0.39
C -2.475 -5.503 -0.279 -0.39
C -2.867 -4.252 0.516 -0.48
C 1.927 -2.224 1.852 -0.15
C 2.484 -1.044 1.398 -0.25
C -0.016 4.064 -0.810 -0.05
C -0.183 5.234 0.130 -0.25
C -0.508 6.513 -0.643 -0.59
C -1.268 4.939 1.168 -0.59
C -1.052 3.659 -1.636 -0.16
C -0.907 2.577 -2.485 -0.06
Cl -2.246 2.111 -3.480 -0.01
H 0.248 0.975 -4.489 0.23
H -0.291 -0.087 -3.195 0.23
H 1.433 0.263 -3.381 0.22
H 2.246 1.715 -1.773 0.23
H 4.067 3.652 0.648 0.22
H 3.882 3.169 -1.051 0.21
H 1.774 2.195 1.457 0.41
H 0.221 1.128 2.691 0.21
H -0.744 -1.010 3.519 0.23
H -2.239 -4.134 3.029 0.42
H 0.253 -2.452 -1.174 0.20
H -1.515 -2.519 -1.338 0.18
H -0.114 -4.331 -2.554 0.21
H 0.182 -5.014 -0.950 0.21
H -2.564 -4.572 -2.215 0.19
H -1.700 -6.108 -2.182 0.21
H -3.370 -6.109 -0.442 0.21
H -1.770 -6.095 0.310 0.21
H -3.578 -4.515 1.302 0.21
H -3.347 -3.531 -0.152 0.23
H 2.370 -3.181 1.626 0.25
H 3.389 -1.050 0.812 0.26
H 0.765 5.382 0.652 0.22
H -0.556 7.359 0.039 0.21
H -1.464 6.430 -1.153 0.20
H 0.261 6.712 -1.386 0.21
H -1.039 4.026 1.714 0.20
H -2.237 4.816 0.691 0.20
H -1.338 5.758 1.880 0.21
H -1.991 4.189 -1.619 0.22
```


Entry from the OMol25 dataset: 5 unconnected molecules or ions with the total composition H9O4S at a distorted geometry (ωB97M-V/def2-TZVPD).

## Properties
- ⟨S²⟩: 0.75
- Gap between HOMO and LUMO (alpha / beta): 0.39059 / 0.25729 hartree
- 2S+1: 2
- Largest force on an atom: 5.15 eV Å⁻¹
- HOMO level (alpha / beta): -10.48 / -10.47 eV
- E: -704.440288 hartree
- Relative energy (zero: lowest compared OMol25 entry of this formula, charge and spin): 27.2 kcal/mol

Geometry as XYZ:
```
14
Properties=species:S:1:pos:R:3:mulliken_spin:R:1
S 2.528 1.785 1.576 1.02
H 2.938 2.278 2.774 -0.02
H -1.039 -1.527 -0.259 0.00
H -1.268 -0.134 0.340 0.00
O -1.763 -0.920 -0.153 0.00
H 2.880 -2.780 0.188 0.00
H 3.559 -2.081 -1.013 0.00
O 3.064 -2.852 -0.782 0.00
H -4.119 0.393 -2.243 0.00
H -3.453 0.965 -0.930 0.00
O -3.637 1.242 -1.822 0.00
H 0.754 1.207 0.396 -0.01
H -0.334 1.417 1.401 0.00
O -0.109 1.007 0.526 0.01
```


Question: Number 6 is which compound?
Answer: H9O4S


Question: largest force on an atom of number 1 (C6H11NO2)?
Answer: 5.44 eV Å⁻¹